Entry 1:
This record from OMol25 describes a structure of composition C36H41N3OSiSnTe. The level of theory is ωB97M-V/def2-TZVPD.

Results
DFT total energy, Ha: -2407.797483
Relative energy (zero: lowest compared OMol25 entry of this formula, charge and spin), kJ/mol: 0.00
M, g mol⁻¹: 806.1
F_max, eV Å⁻¹: 0.31
Orbital gap, hartree: 0.282

```
! wB97M-V def2-TZVPD RIJCOSX def2/J DEFGRID3
* xyz 0 1
Te 0.50 -3.44 -0.20
Sn 2.16 1.27 -0.32
Si 1.04 3.01 2.22
O -0.79 -0.88 0.75
N 0.93 2.78 0.51
N -2.11 -0.90 2.58
N 0.85 0.93 -2.19
C 2.44 3.71 -4.01
C -3.39 -0.68 3.23
C 4.06 4.70 -2.55
C 1.09 -5.39 -0.78
C 0.70 -7.41 -2.04
C -1.10 5.40 -2.11
C 2.17 2.74 -3.04
C 1.12 1.71 -3.25
C -1.86 -5.44 2.88
C 0.66 5.00 -0.50
C -0.85 3.23 -1.09
C -0.82 -5.00 2.08
C -1.51 4.08 -1.96
C 2.65 -7.23 -0.65
C -1.86 -0.60 1.29
C -3.16 -5.02 2.65
C -0.54 0.54 -4.53
C 0.25 4.60 2.78
C 3.39 4.68 -3.76
C 2.83 3.02 2.80
C 2.84 2.74 -1.82
C 0.44 1.52 -4.45
C -2.95 0.10 0.51
C -0.81 -0.25 -3.42
C 2.26 -5.95 -0.28
C 3.78 3.73 -1.59
C -2.38 -3.73 0.76
C -0.01 5.85 -1.37
C 0.18 1.61 3.12
C -1.08 -4.14 1.01
C 0.25 3.67 -0.34
C -1.14 -1.65 3.36
C -0.09 -0.03 -2.27
C 1.87 -7.96 -1.53
C -3.42 -4.16 1.59
C 0.32 -6.13 -1.67
H -1.57 -2.62 3.64
H 0.28 1.69 4.20
H 2.86 3.15 3.88
H 3.38 3.86 2.35
H 0.78 5.50 2.46
H 1.90 3.73 -4.95
H -3.17 1.08 0.92
H -2.59 -3.08 -0.07
H -3.88 -0.48 0.51
H -1.65 -6.12 3.71
H -1.61 6.06 -2.79
H -2.61 0.22 -0.52
H -0.88 -1.09 4.26
H 4.80 5.47 -2.35
H -0.79 4.69 2.43
H 3.60 5.44 -4.51
H -3.21 -0.43 4.28
H -0.59 -5.70 -2.08
H -0.89 1.61 2.88
H -2.35 3.71 -2.53
H -0.25 -1.82 2.76
H 0.58 0.64 2.80
H -3.96 -5.36 3.28
H 0.08 -7.97 -2.73
H -1.07 0.39 -5.46
H 0.33 6.87 -1.48
H 3.56 -7.65 -0.26
H 0.23 4.60 3.88
H 0.20 -5.32 2.27
H 0.67 2.12 -5.31
H 3.37 2.10 2.56
H 2.87 -5.39 0.42
H -4.01 -1.57 3.20
H -1.18 2.20 -0.96
H 4.31 3.77 -0.64
H 2.16 -8.96 -1.83
H -4.43 -3.84 1.39
H 1.53 5.35 0.03
H -1.56 -1.03 -3.45
H -0.24 -0.61 -1.37
H -3.93 0.15 2.78
*
```

Entry 2:
This record from OMol25 describes a structure of composition C36H41N8O2SZr in a non-equilibrium geometry. The level of theory is ωB97M-V/def2-TZVPD.

Results
DFT total energy, Ha: -2430.009804
Relative energy (zero: lowest compared OMol25 entry of this formula, charge and spin), kJ/mol: 183.95
M, g mol⁻¹: 741.1
F_max, eV Å⁻¹: 1.18
Orbital gap, hartree: 0.247

```
! wB97M-V def2-TZVPD RIJCOSX def2/J DEFGRID3
* xyz 1 1
Zr -0.04 -0.27 -0.20
S -1.89 0.29 1.52
O 1.28 -1.37 0.07
O -0.47 -0.83 -2.57
N -3.18 -1.34 3.11
N 1.04 1.69 0.60
N 1.23 -0.93 2.98
N -2.06 -2.47 1.44
N -1.29 -2.41 0.47
N -3.69 -2.54 3.48
N 2.13 0.21 -1.92
N -0.93 1.85 -1.27
C -0.51 -6.17 -1.30
C -0.08 -1.38 5.37
C -2.76 -1.67 -2.30
C -1.85 1.87 -2.25
C 1.94 2.24 -0.47
C 0.96 -2.17 3.38
C -1.83 -4.80 0.18
C 4.03 0.81 -0.41
C 2.86 1.29 -1.24
C 0.42 -0.38 -3.62
C -1.01 2.78 -0.32
C 0.30 -2.45 4.56
C -4.33 -3.45 2.59
C -2.87 2.81 -2.31
C -5.47 -3.98 0.55
C 1.20 1.47 3.25
C 0.03 2.76 0.78
C -5.65 -5.29 0.97
C 0.20 -0.09 4.95
C 4.54 -0.40 -0.53
C -4.83 -3.06 1.35
C -2.94 3.76 -1.31
C -2.00 3.76 -0.30
C 1.86 1.61 1.87
C 3.94 -1.34 -1.46
C 2.82 -1.02 -2.09
C -1.50 -1.69 -3.14
C -1.58 -6.02 -0.42
C -1.01 -3.71 -0.10
C 0.06 -3.85 -0.98
C -2.42 -1.28 2.08
C 0.85 0.08 3.74
C -4.51 -4.76 3.03
C -5.17 -5.67 2.22
C 1.42 0.65 -3.12
C 0.30 -5.08 -1.57
H -3.58 2.78 -3.12
H 0.10 -3.47 4.85
H 1.28 -2.96 2.71
H -4.72 -2.03 1.02
H 5.42 -0.69 0.04
H 2.57 3.00 -0.02
H -5.86 -3.67 -0.41
H 0.32 2.11 3.35
H 4.36 -2.33 -1.60
H 1.30 2.75 -1.19
H 2.11 0.86 -3.96
H -1.09 -2.70 -3.23
H 0.90 1.57 -2.90
H -0.49 2.64 1.72
H -0.60 -1.56 6.30
H -3.73 4.51 -1.32
H -4.11 -5.06 3.99
H -0.17 0.10 -4.40
H -2.59 -2.00 -1.28
H -1.72 -1.31 -4.14
H -5.30 -6.69 2.57
H -0.10 0.76 5.55
H -2.02 4.49 0.49
H -3.47 -2.37 -2.75
H 3.29 1.98 -2.04
H -2.67 -4.68 0.86
H 0.72 -3.01 -1.15
H -0.32 -7.12 -1.76
H 2.31 -1.73 -2.72
H -4.18 -2.43 4.36
H -1.76 1.11 -3.00
H -2.22 -6.86 -0.20
H -6.15 -6.01 0.34
H 1.92 1.89 3.95
H 1.15 -5.19 -2.24
H 2.41 2.56 1.91
H 0.91 -1.25 -4.06
H 0.52 3.74 0.80
H -3.21 -0.68 -2.29
H 4.48 1.56 0.23
H 2.59 0.81 1.71
*
```

Entry 3:
This record from OMol25 describes a structure of composition C36H42As2N4S2Se2Ti. The level of theory is ωB97M-V/def2-TZVPD.

Results
DFT total energy, Ha: -12536.353254
Relative energy (zero: lowest compared OMol25 entry of this formula, charge and spin), kJ/mol: 0.00
M, g mol⁻¹: 950.5
F_max, eV Å⁻¹: 0.73
Orbital gap, hartree: 0.235

```
! wB97M-V def2-TZVPD RIJCOSX def2/J DEFGRID3
* xyz 0 1
Se -3.38 1.45 -2.01
Se -3.40 2.02 1.43
As 2.55 -0.18 -1.47
As -0.11 1.90 -2.26
Ti -1.77 0.38 -0.22
S -1.47 -0.93 1.68
S -0.91 -1.33 -1.59
N 1.58 -0.56 2.25
N -0.79 1.98 0.81
N 0.60 -2.97 0.50
N -3.74 -0.57 -0.30
C 2.81 0.22 2.20
C -4.42 0.09 -1.25
C -1.15 -4.68 0.69
C -0.87 3.70 -2.06
C -5.74 -0.22 -1.56
C -0.66 -3.51 0.12
C -0.51 1.50 -4.12
C 0.99 3.39 1.49
C 3.30 4.13 -3.37
C 4.43 -0.67 -1.12
C 4.37 3.29 -3.11
C 2.86 1.59 -2.27
C -6.35 -1.24 -0.86
C 0.67 -0.09 3.25
C 2.01 3.70 -3.08
C 1.16 0.47 4.44
C -1.26 3.89 2.16
C -0.72 -0.14 3.07
C -4.34 -1.56 0.38
C 4.14 2.04 -2.57
C -2.34 -5.25 0.26
C 1.95 -1.98 2.33
C 0.93 -3.02 1.91
C -3.05 -4.66 -0.77
C -2.58 -3.48 -1.34
C 1.66 -3.47 -0.37
C 1.77 2.44 -2.52
C 2.42 -1.17 -3.17
C -5.65 -1.92 0.13
C -1.56 0.37 4.06
C 0.07 4.21 2.16
C -1.06 0.94 5.22
C 0.32 0.99 5.40
C 0.52 2.29 0.84
C -1.68 2.73 1.49
C -1.41 -2.88 -0.89
H 2.23 0.51 4.60
H 0.41 5.10 2.67
H 1.18 1.60 0.32
H 1.44 -1.00 -3.62
H -0.92 4.23 -3.01
H 3.21 -0.84 -3.85
H -7.38 -1.50 -1.08
H 5.38 3.61 -3.33
H 2.58 -2.91 -0.20
H -2.63 0.32 3.90
H 0.01 -2.91 2.48
H -1.58 1.38 -4.24
H 3.45 5.11 -3.79
H 1.19 4.37 -3.29
H -2.00 4.49 2.67
H 4.99 1.39 -2.38
H 4.44 -1.62 -0.59
H 2.52 -2.23 -2.97
H -1.88 3.63 -1.64
H -0.58 -5.17 1.47
H 0.73 1.43 6.30
H 1.86 -4.54 -0.20
H -3.75 -2.05 1.14
H 1.36 -4.00 2.19
H -6.10 -2.72 0.70
H 2.27 -2.22 3.36
H 4.90 0.07 -0.48
H 2.59 1.28 2.29
H -3.15 -2.99 -2.12
H -0.13 2.29 -4.77
H -0.25 4.25 -1.36
H 2.05 3.62 1.49
H 3.54 -0.04 2.99
H 2.83 -2.09 1.70
H -0.02 0.56 -4.39
H -2.69 -6.16 0.72
H 5.00 -0.78 -2.04
H 1.37 -3.33 -1.41
H 3.30 0.05 1.24
H -6.25 0.34 -2.33
H -3.97 -5.10 -1.13
H -1.73 1.34 5.96
*
```